[1]
Molecular formula: C2H4INO
Method: DFT, ωB97M-V/def2-TZVPD

```
! RIJCOSX wB97M-V def2-TZVPD def2/J DEFGRID3
* xyz 0 1
C -1.2520 -0.6368 0.0468
C 1.0865 0.8936 -0.0391
N -0.4542 -1.5291 0.0573
O -0.2027 1.2396 -0.2152
I -3.1705 0.1087 -0.1077
H 1.7474 1.8147 -0.0387
H 1.2679 0.4015 -0.9455
H 1.3971 0.2133 0.8197
H -0.4194 -2.5054 0.4224
*
```

strongest force on any atom = 4.18 eV Å⁻¹
LUMO = -0.7 eV
frontier orbital gap = 7.765 eV
calculated total energy = -506.13769 Ha

Löwdin atomic charge list, values in e, 8 entries: C -0.712; C -0.338; N 0.113; O -0.313; I 0.914; H 0.097; H 0.035; H 0.079


[2]
Molecular formula: C2H4INO
Method: DFT, ωB97M-V/def2-TZVPD

```
! RIJCOSX wB97M-V def2-TZVPD def2/J DEFGRID3
* xyz 0 1
C 2.0763 0.5352 1.5863
C -0.4274 -0.5150 -0.6080
N 1.3549 1.2664 2.0913
O 0.7082 -0.1365 -0.5228
I 3.4769 -0.7969 0.8025
H -1.1980 0.0921 0.0839
H -0.8707 -1.3294 -1.1454
H -2.7719 0.3839 -1.5117
H -2.3483 0.5001 -0.7761
*
```

strongest force on any atom = 4.57 eV Å⁻¹
LUMO = -0.4 eV
frontier orbital gap = 9.712 eV
calculated total energy = -506.16332 Ha

Löwdin atomic charge list, values in e, 8 entries: C -0.827; C -0.179; N 0.045; O -0.123; I 0.861; H 0.052; H 0.068; H 0.085